No. 1
{
  "formula": "C4H6MgOTl",
  "method": "ωB97M-V/def2-TZVPD",
  "species": ["C", "C", "H", "H", "H", "H", "Tl", "O", "C", "C", "Mg", "H", "H"],
  "coordinates": [[0.679126, -2.030294, 0.596225], [1.063017, -2.981680, -0.268905], [0.900933, -0.977218, 0.395037], [0.197061, -2.289047, 1.544938], [1.575550, -2.727349, -1.202062], [0.901480, -4.040992, -0.054670], [-1.591968, -2.402896, -1.076888], [0.085766, 3.793140, -0.518867], [-0.967733, 3.134525, -0.060151], [-1.003815, 1.973644, 0.584015], [1.901462, 3.578765, -0.650513], [-1.800119, 1.357093, 0.995235], [-1.940756, 3.612304, -0.283397]],
  "forces_ev_per_angstrom": [[0.40, -0.25, -0.05], [0.12, 0.19, 0.24], [-0.18, -0.32, 0.17], [0.20, 0.18, -0.27], [-0.09, -0.15, 0.31], [0.10, 0.24, -0.08], [-0.68, -0.06, -0.31], [1.71, 0.32, -0.37], [-0.83, -1.29, 0.56], [-0.33, 0.67, -0.56], [-1.23, 0.33, 0.21], [0.40, 0.21, 0.06], [0.40, -0.06, 0.09]],
  "lowdin_spin": [0.00, 0.00, 0.01, 0.00, 0.00, 0.00, 0.00, 0.02, 0.12, 0.72, 0.05, 0.06, 0.02],
  "energy_ha": -603.0643,
  "lumo_ev": [-9.9925, -10.2553],
  "total_charge": 2,
  "multiplicity": 2,
  "homo_ev": [-15.49, -15.12],
  "s_squared": 0.76
}

No. 2
{
  "formula": "C4H6N",
  "method": "ωB97M-V/def2-TZVPD",
  "species": ["C", "C", "C", "C", "N", "H", "H", "H", "H", "H", "H"],
  "coordinates": [[-1.197442, -0.196170, -0.390225], [-2.154533, -0.031287, -1.388129], [-0.490156, -1.046558, 0.567925], [1.142256, 0.717305, -0.317968], [-0.103422, 0.377319, 0.384439], [-0.946657, -1.274216, 1.453526], [0.206421, -1.821157, 0.061110], [1.026793, 0.224143, -1.381600], [1.076399, 1.830669, -0.472293], [1.963816, 0.284623, 0.339958], [-0.523476, 0.935329, 1.143257]],
  "forces_ev_per_angstrom": [[-3.05, 0.25, -2.74], [2.96, -0.30, 3.05], [1.91, -1.14, -3.70], [0.24, -0.01, -1.29], [-1.80, -0.66, 0.22], [-0.99, -0.62, 2.24], [-1.00, 1.48, 1.25], [0.67, 0.81, 2.26], [0.78, -1.16, 0.30], [-0.68, 1.05, -1.28], [0.94, 0.30, -0.31]],
  "nbo_charge": [-0.31, 0.46, -0.17, -0.43, -0.33, 0.26, 0.28, 0.26, 0.26, 0.26, 0.47],
  "energy_ha": -210.2599,
  "lumo_ev": -6.5022,
  "total_charge": 1,
  "de_lowest_kj_mol": 515.0,
  "homo_ev": -15.72
}

No. 3
{
  "formula": "C4H6N",
  "method": "ωB97M-V/def2-TZVPD",
  "species": ["C", "C", "C", "C", "N", "H", "H", "H", "H", "H", "H"],
  "coordinates": [[-1.169632, -0.037807, -0.083759], [-0.025431, -0.603483, -0.022151], [-2.472738, 0.122374, -0.006075], [1.815681, 0.670738, -0.058938], [1.384069, -0.747742, 0.007868], [-3.087111, 0.179903, 0.868189], [-3.193902, 0.283749, -0.878752], [1.507916, 1.413286, -0.721630], [2.220985, 1.192323, 0.742091], [1.426096, -1.201406, 0.969819], [1.594072, -1.271933, -0.816658]],
  "forces_ev_per_angstrom": [[3.49, -2.02, 0.50], [-3.83, 1.75, -0.43], [-3.01, 0.87, -1.90], [0.68, -1.04, 0.47], [-1.75, 2.16, 1.46], [0.48, -0.07, 0.97], [1.69, -0.30, 0.74], [-1.14, -0.19, -2.18], [0.70, -0.37, 2.20], [1.53, 0.25, -1.50], [1.16, -1.03, -0.33]],
  "nbo_charge": [0.01, 0.07, -0.30, -0.13, -0.57, 0.25, 0.26, 0.23, 0.21, 0.50, 0.47],
  "energy_ha": -210.2497,
  "lumo_ev": [-5.3742, -5.5108],
  "total_charge": 1,
  "de_lowest_kj_mol": 541.7,
  "homo_ev": [-13.37, -14.55]
}

No. 4
{
  "formula": "C4H6N2",
  "method": "ωB97M-V/def2-TZVPD",
  "species": ["N", "C", "C", "C", "C", "N", "H", "H", "H", "H", "H", "H"],
  "coordinates": [[1.991579, -0.026008, 0.245734], [0.625269, 0.108506, 0.007426], [-0.187000, 1.203091, -0.091752], [-1.546541, 0.713392, -0.204283], [-1.440240, -0.654453, -0.216222], [-0.140421, -1.039051, -0.078811], [2.426547, -0.741170, -0.321703], [2.479287, 0.853039, 0.140751], [0.166388, 2.229318, -0.133174], [-2.247881, 0.628267, 0.636875], [-2.269939, -1.343867, -0.276070], [0.142953, -1.931065, 0.291231]],
  "forces_ev_per_angstrom": [[0.19, 0.03, -0.14], [-0.05, 0.04, -0.11], [0.18, -0.16, 0.26], [0.14, -0.86, 0.73], [0.29, -0.56, -0.35], [0.27, -0.09, -0.26], [0.06, 0.12, -0.05], [0.01, -0.11, 0.06], [-0.18, -0.23, 0.20], [-1.27, 2.06, -0.42], [0.23, -0.21, 0.39], [0.13, -0.03, -0.31]],
  "nbo_charge": [-0.82, 0.30, -0.36, -0.41, 0.00, -0.56, 0.37, 0.38, 0.22, 0.25, 0.21, 0.41],
  "energy_ha": -265.4602,
  "lumo_ev": 0.9041,
  "total_charge": 0,
  "de_lowest_kj_mol": 197.9,
  "homo_ev": -7.71
}